Here is C4H8N2O2 as an isolated structure from the OMol25 dataset. Energies are from the ωB97M-V functional and the def2-TZVPD basis.

```
! wB97M-V def2-TZVPD RIJCOSX def2/J DEFGRID3
* xyz 0 1
O -2.657 -0.139 -0.202
O -0.282 0.874 -0.445
N -1.629 -1.021 0.051
N 2.285 0.391 -0.534
C -0.208 1.609 0.734
C 2.075 -0.699 0.182
C -0.443 -0.539 -0.234
C 0.792 -1.309 0.232
H 0.318 2.634 0.453
H 0.635 -2.107 0.922
H 1.506 0.759 -1.100
H 3.334 0.833 -0.539
H 2.937 -1.104 1.154
H 0.597 0.745 1.344
H -1.378 1.641 1.283
H -2.320 0.760 -0.448
*
```

The value obtained for the LUMO energy is 0.59 eV. Its HOMO energy is -7.81 eV. Its gap between HOMO and LUMO is 0.309 hartree. The energy above the lowest of the compared OMol25 structures with the same formula, charge and spin comes out at 711.78 kJ/mol.

***

Here is one molecule with the formula FOPS from the OMol25 dataset. Energies are from the ωB97M-V functional and the def2-TZVPD basis.

```
! wB97M-V def2-TZVPD RIJCOSX def2/J DEFGRID3
* xyz 0 1
S 1.380 -0.581 0.046
P -0.817 -0.373 0.583
F 1.678 1.121 0.159
O -1.880 -0.199 -0.358
*
```

The value obtained for the LUMO energy is -2.20 eV. As for the SMILES: O=PSF. Its HOMO energy is -9.81 eV. Its gap between HOMO and LUMO is 0.280 hartree. The energy above the lowest of the compared OMol25 structures with the same formula, charge and spin comes out at 258.01 kJ/mol.

***

Here is C3H8N2O2 as an isolated structure from the OMol25 dataset. Energies are from the ωB97M-V functional and the def2-TZVPD basis.

```
! wB97M-V def2-TZVPD RIJCOSX def2/J DEFGRID3
* xyz 0 1
O 2.237 -1.094 -0.208
O 0.850 -0.372 -1.821
N 0.040 0.692 0.184
N -0.356 -1.339 0.183
C -1.046 1.517 -0.239
C 0.297 0.055 1.335
C 1.151 -0.640 -0.496
H -2.029 1.040 -0.108
H -0.087 -2.300 0.389
H -1.363 -1.329 0.035
H -1.010 2.468 0.299
H 1.690 -0.225 -2.278
H -0.940 1.773 -1.292
H -0.405 0.346 2.128
H 0.972 -0.590 1.888
*
```

The value obtained for the LUMO energy is 0.83 eV. Its HOMO energy is -7.94 eV. Its gap between HOMO and LUMO is 0.322 hartree. The energy above the lowest of the compared OMol25 structures with the same formula, charge and spin comes out at 695.12 kJ/mol.

***

Here is C3H2LaO3 as an isolated structure from the OMol25 dataset. Energies are from the ωB97M-V functional and the def2-TZVPD basis.

```
! wB97M-V def2-TZVPD RIJCOSX def2/J DEFGRID3
* xyz 2 2
La -1.337 -2.480 -0.545
O 1.447 1.289 1.236
O 2.152 -0.245 -0.181
O -0.016 -0.067 0.277
C 0.442 2.155 1.473
C 1.161 0.216 0.504
C -0.706 2.362 1.087
H -1.634 2.871 0.897
H 2.999 0.182 0.028
*
```

The value obtained for the LUMO energy (alpha / beta) is -10.23 / -9.90 eV. Its HOMO energy (alpha / beta) is -16.22 / -16.50 eV. Its gap between HOMO and LUMO (alpha / beta) is 0.220 / 0.243 hartree. The energy above the lowest of the compared OMol25 structures with the same formula, charge and spin comes out at 362.82 kJ/mol.

***

Here is a 6-piece molecular cluster, C53H64BrClF3N2O29P2 overall from the OMol25 dataset. Energies are from the ωB97M-V functional and the def2-TZVPD basis.

```
! wB97M-V def2-TZVPD RIJCOSX def2/J DEFGRID3
* xyz 1 1
Br 0.076 3.234 0.652
Cl -3.528 0.765 0.837
P -3.823 0.838 -2.232
P -3.160 4.225 1.353
F 2.239 -0.413 2.294
F 0.358 -1.441 2.422
F 1.353 -0.796 4.194
O -0.688 1.022 -12.453
O -4.131 -9.353 3.108
O 0.437 7.304 4.284
O -0.805 -10.049 6.355
O 5.769 10.208 2.605
O 2.716 8.472 4.827
O -0.365 -0.398 -4.834
O -1.748 -8.147 7.883
O -0.024 1.338 4.177
O 5.891 -10.962 6.655
O 4.108 -9.467 2.570
O -2.188 5.304 1.533
O -4.065 -3.069 2.836
O 4.161 0.926 -0.985
O 9.867 12.329 1.728
O 4.342 -1.018 0.130
O 3.452 -10.948 7.596
O 4.601 11.385 0.587
O 1.766 6.332 -0.119
O -1.400 -0.887 -2.062
O 1.685 -9.393 3.523
O -3.326 3.256 2.608
O 4.061 7.426 0.446
O 8.684 13.559 -0.250
O -0.743 0.734 -7.761
O -5.019 -7.403 4.593
O -0.617 -1.589 -12.495
O -0.617 -1.846 -7.797
O -4.623 4.825 1.081
N -2.451 -3.594 -0.401
N -0.928 0.374 -1.629
C 1.915 6.822 1.110
C 6.575 12.539 0.046
C 2.251 -0.487 -0.930
C 3.262 7.446 1.367
C -3.628 -3.513 0.484
C -0.825 1.522 0.588
C 8.590 12.052 1.525
C -0.122 0.918 -2.805
C 5.144 -10.213 4.558
C 2.644 -9.797 4.352
C -0.718 1.044 -10.107
C -2.376 -8.370 6.739
C 3.684 -0.256 -0.507
C -0.911 0.947 2.028
C -2.418 -9.823 4.648
C 7.889 11.192 2.280
C 0.958 6.762 2.046
C 1.076 -0.442 2.958
C 6.495 10.959 1.974
C -1.789 -9.487 5.910
C -4.041 -5.339 2.218
C -2.849 3.175 -0.114
C 3.546 -10.587 6.438
C -4.158 1.891 -3.709
C -0.808 0.783 -4.166
C -1.503 -2.492 -0.186
C -0.706 0.269 -8.890
C -4.227 -0.919 -2.537
C -3.444 -7.668 6.333
C -3.753 -1.488 -3.902
C -2.179 1.268 -1.496
C -3.406 -3.980 1.946
C 3.524 8.023 2.669
C -3.488 -9.124 4.247
C 1.381 0.713 -0.466
C -2.272 1.763 0.005
C -0.553 2.044 -5.046
C -0.131 0.454 -0.345
C -5.538 1.499 -4.273
C 2.569 7.971 3.610
C 2.424 -10.164 5.619
C 4.928 -10.579 5.829
C -4.061 -7.992 5.063
C -0.637 -1.235 -8.977
C 0.369 0.943 2.873
C -0.601 -1.879 -10.150
C 1.227 7.324 3.360
C -0.631 -1.106 -11.380
C 4.021 -9.808 3.737
C -0.682 0.403 -11.287
C 5.878 11.678 0.800
C 7.969 12.790 0.363
C -0.832 -2.074 -1.506
H -1.934 2.172 -2.057
H -3.551 -2.257 2.910
H -0.755 2.121 -10.030
H -0.056 2.827 -4.473
H 0.043 1.742 -5.899
H -6.069 2.372 -4.642
H 2.134 -9.204 2.675
H -4.863 -8.706 3.077
H 2.605 6.510 -0.589
H 0.761 0.285 -2.848
H 4.798 1.283 -0.347
H 2.285 -0.571 -2.017
H 6.142 13.061 -0.795
H -3.225 3.782 3.420
H -5.001 -5.426 1.711
H -1.968 -4.449 -0.140
H -2.086 -1.633 0.160
H -0.743 -2.728 0.563
H -3.827 3.043 -0.588
H -2.335 -4.005 2.180
H -5.307 4.254 1.462
H -4.436 -2.247 -4.277
H 1.121 1.648 2.520
H -2.748 -1.896 -3.804
H -5.310 -0.998 -2.476
H 5.455 -11.175 7.504
H -4.136 2.930 -3.387
H 1.750 0.950 0.528
H 6.129 -10.206 4.113
H -2.274 3.810 -0.788
H -5.406 0.806 -5.102
H 10.118 12.982 1.044
H 0.252 -2.039 -1.422
H 4.353 10.740 1.279
H 1.879 8.298 5.300
H -3.400 1.759 -4.486
H -4.246 -5.405 3.284
H -3.678 -0.703 -4.657
H -1.016 -8.793 7.928
H 4.490 8.480 2.837
H -1.389 -0.025 2.002
H -0.016 6.317 1.869
H -1.879 0.645 -4.076
H 8.323 10.662 3.116
H -4.426 -4.100 0.029
H -6.143 0.989 -3.523
H 1.439 -10.159 6.064
H -3.870 -6.865 6.916
H 1.620 1.572 -1.083
H -1.061 -2.837 -2.249
H -3.986 -2.482 0.526
H 1.923 -1.411 -0.463
H -3.787 -1.531 -1.753
H -0.554 -2.956 -10.226
H -0.660 0.324 -13.138
H 0.215 1.921 -2.564
H -0.668 -1.142 -7.116
H 0.597 -0.453 -4.798
H 0.677 1.859 4.585
H -3.379 -6.152 1.918
H -1.585 1.603 2.576
H -0.186 -0.442 0.267
H -1.500 2.421 -5.424
H -1.997 -10.632 4.069
*
```

The value obtained for the LUMO energy is -3.12 eV. Its HOMO energy is -10.72 eV. Its gap between HOMO and LUMO is 0.279 hartree. The energy above the lowest of the compared OMol25 structures with the same formula, charge and spin comes out at 0.00 kJ/mol.

***

Here is C5H5AlO4 as an isolated structure from the OMol25 dataset. Energies are from the ωB97M-V functional and the def2-TZVPD basis.

```
! wB97M-V def2-TZVPD RIJCOSX def2/J DEFGRID3
* xyz 0 1
Al 2.290 0.695 -1.110
O -0.111 2.608 0.537
O 1.509 1.974 1.928
O 0.779 0.259 0.471
O 1.458 -0.588 -1.868
C -1.388 -0.674 0.571
C 0.721 1.805 0.871
C -0.140 -0.515 -0.061
C -2.446 -1.425 0.074
C 0.307 -1.123 -1.374
H -0.544 -1.037 -2.078
H -2.272 -1.630 -1.002
H -1.533 -0.033 1.450
H 0.987 1.898 2.740
H 0.383 -2.213 -1.148
*
```

The value obtained for the LUMO energy (alpha / beta) is -1.61 / -1.61 eV. Its HOMO energy (alpha / beta) is -8.10 / -8.04 eV. Its gap between HOMO and LUMO (alpha / beta) is 0.239 / 0.236 hartree.

***

Energy, record by record: -11346.7356 -24887.5433 -10309.7479 -10122.3437 -227643.0038 -20047.8173 eV